(1)
{
  "formula": "C2H3F2N",
  "method": "ωB97M-V with the def2-TZVPD basis set",
  "elements": ["C", "C", "N", "F", "F", "H", "H", "H"],
  "coordinates": [[1.009, -0.020, -0.638], [-1.333, 0.111, 0.369], [1.731, 0.433, 0.205], [-1.987, -0.990, -0.037], [-1.871, 1.131, -0.240], [0.861, -0.764, -1.388], [-1.140, -0.005, 1.477], [2.731, 0.104, 0.251]],
  "nbo_charge": [0.12, 0.52, -0.63, -0.36, -0.32, 0.18, 0.14, 0.35],
  "e_tot_ev": -9043.0067,
  "e_homo_ha": [-0.2983, -0.2809],
  "gap_ev": [8.8, 8.4],
  "charge": 0,
  "multiplicity": 1
}



(2)
{
  "formula": "C17H31N2O2P2Rh",
  "method": "ωB97M-V with the def2-TZVPD basis set",
  "elements": ["Rh", "P", "C", "C", "N", "C", "C", "C", "C", "C", "P", "H", "H", "H", "H", "H", "H", "H", "H", "O", "H", "H", "O", "H", "C", "H", "H", "H", "C", "H", "H", "H", "C", "H", "H", "H", "C", "H", "H", "H", "C", "C", "C", "C", "C", "C", "N", "H", "H", "H", "H", "H", "H", "H", "H"],
  "coordinates": [[-0.226, 0.008, 0.178], [1.855, -0.904, 0.366], [2.168, -1.090, -1.440], [0.959, -1.737, -2.050], [-0.226, -1.355, -1.546], [-1.386, -1.798, -2.084], [-1.372, -2.684, -3.164], [-0.143, -3.125, -3.668], [1.032, -2.614, -3.130], [-2.678, -1.235, -1.549], [-2.238, 0.356, -0.684], [2.033, -2.840, -3.529], [-2.316, -2.994, -3.623], [-0.096, -3.818, -4.508], [-3.389, -1.057, -2.380], [-3.139, -1.905, -0.797], [2.209, -0.025, -1.818], [3.090, -1.627, -1.666], [0.953, 2.252, -1.628], [1.533, 1.577, -2.138], [2.193, 2.065, -2.668], [-0.415, 2.445, 0.060], [-0.156, 2.976, -0.750], [-0.419, 3.895, -0.579], [-2.414, 1.511, -2.082], [-3.346, 1.296, -2.616], [-2.445, 2.531, -1.676], [-1.551, 1.398, -2.762], [-3.524, 0.649, 0.542], [-3.158, 1.458, 1.192], [-4.474, 0.942, 0.074], [-3.682, -0.259, 1.142], [1.854, -2.627, 0.944], [2.823, -3.094, 0.739], [1.686, -2.613, 2.022], [1.069, -3.202, 0.441], [3.377, -0.169, 1.000], [3.191, 0.086, 2.053], [4.225, -0.877, 0.946], [3.647, 0.736, 0.438], [-1.396, -0.874, 3.046], [-0.587, 0.363, 3.067], [-0.314, 1.214, 4.162], [0.591, 2.200, 3.713], [0.850, 1.945, 2.351], [1.844, 2.664, 1.529], [0.071, 0.867, 1.972], [-1.295, -1.398, 2.078], [-2.458, -0.646, 3.223], [-1.082, -1.554, 3.856], [-0.745, 1.063, 5.146], [1.074, 3.007, 4.251], [1.625, 3.746, 1.550], [2.853, 2.555, 1.967], [1.868, 2.312, 0.486]],
  "mulliken_spin": [2.09, 0.27, 0.03, -0.01, 0.11, 0.01, 0.01, 0.00, 0.00, -0.01, 0.14, 0.00, 0.00, 0.00, 0.00, 0.00, 0.01, 0.01, -0.02, 0.00, 0.00, 0.00, 0.01, 0.00, 0.01, 0.01, 0.00, 0.00, 0.03, 0.00, 0.01, 0.00, 0.01, 0.01, 0.00, 0.00, 0.02, 0.00, 0.01, 0.00, 0.06, 0.35, 0.13, 0.13, 0.32, 0.03, 0.11, -0.02, 0.03, 0.02, 0.00, 0.00, 0.03, 0.03, 0.01],
  "e_tot_ev": -46776.7587,
  "e_homo_ha": [-0.4400, -0.5500],
  "gap_ev": [6.5, 6.5],
  "charge": 2,
  "multiplicity": 5
}



(3)
{
  "formula": "C17H19N5O2S2",
  "method": "ωB97M-V with the def2-TZVPD basis set",
  "elements": ["C", "C", "H", "H", "O", "C", "O", "C", "H", "H", "S", "C", "N", "N", "C", "N", "C", "H", "H", "H", "C", "N", "C", "N", "C", "C", "S", "H", "C", "C", "C", "C", "C", "C", "H", "H", "H", "H", "H", "H", "H", "H", "H", "H", "H"],
  "coordinates": [[-5.647, -0.687, -2.005], [-5.564, 0.579, -1.265], [-5.809, 1.547, -1.902], [-6.371, 0.464, -0.459], [-4.397, 0.698, -0.881], [-4.140, 0.200, 0.467], [-4.886, -0.567, 1.221], [-2.706, 0.684, 0.713], [-2.767, 1.403, 1.565], [-2.102, -0.269, 1.157], [-1.829, 1.620, -0.519], [-0.419, 1.848, 0.252], [-0.144, 1.481, 1.536], [1.134, 2.045, 1.963], [1.716, 2.203, 0.680], [0.779, 2.104, -0.116], [1.133, 2.142, -1.590], [0.122, 2.501, -2.057], [1.925, 3.211, -1.859], [1.460, 1.427, -1.954], [3.121, 2.549, 0.594], [3.729, 1.758, -0.089], [3.527, 0.459, -0.253], [2.383, -0.135, 0.285], [2.342, -1.341, -0.446], [3.494, -1.984, -0.902], [4.615, -0.967, -1.164], [3.628, -2.841, -1.269], [1.068, -2.270, 0.321], [0.423, -1.779, 1.342], [-0.744, -2.292, 1.625], [-1.193, -3.581, 0.898], [-0.383, -4.009, -0.012], [0.713, -3.525, -0.460], [1.275, -3.847, -1.266], [-0.687, -4.745, -0.507], [-2.033, -4.061, 1.167], [-1.329, -2.004, 2.776], [0.691, -0.796, 1.788], [4.701, 2.014, -0.325], [3.371, 3.498, 0.464], [3.454, 2.571, 1.933], [-5.553, -1.579, -1.426], [-6.725, -0.989, -2.507], [-5.060, -0.549, -2.951]],
  "nbo_charge": [-0.64, -0.07, 0.17, 0.18, -0.51, 0.80, -0.56, -0.69, 0.28, 0.31, 0.38, 0.05, -0.34, -0.27, 0.33, -0.33, -0.30, 0.22, 0.18, 0.13, -0.17, -0.60, 0.33, -0.52, 0.15, -0.57, 0.43, 0.23, 0.06, -0.37, -0.16, -0.18, -0.26, -0.19, 0.21, 0.19, 0.20, 0.22, 0.28, 0.40, 0.22, 0.13, 0.23, 0.20, 0.21],
  "e_tot_ev": -51135.3976,
  "e_homo_ha": -0.2799,
  "gap_ev": 7.7,
  "charge": 0,
  "multiplicity": 1
}



(4)
{
  "formula": "C27H44BrN9O4RbS",
  "method": "ωB97M-V with the def2-TZVPD basis set",
  "elements": ["Rb", "C", "C", "N", "C", "C", "N", "C", "C", "C", "N", "C", "C", "N", "C", "H", "H", "H", "H", "H", "H", "H", "H", "H", "H", "H", "H", "H", "H", "H", "H", "H", "H", "H", "H", "H", "H", "H", "H", "O", "C", "C", "C", "C", "O", "N", "H", "H", "H", "H", "S", "C", "N", "C", "C", "C", "N", "H", "H", "H", "H", "H", "H", "H", "H", "O", "C", "C", "C", "C", "O", "N", "H", "H", "H", "H", "Br", "C", "C", "C", "C", "N", "C", "H", "H", "H", "H"],
  "coordinates": [[-0.540, -1.816, 0.759], [2.730, 1.391, -1.796], [2.130, 0.237, -2.613], [1.777, -0.899, -1.771], [2.914, -1.776, -1.526], [2.574, -2.876, -0.533], [2.350, -2.321, 0.790], [3.549, -2.146, 1.586], [3.291, -1.301, 2.828], [3.254, 0.204, 2.586], [2.155, 0.632, 1.745], [2.052, 2.069, 1.620], [0.779, 2.456, 0.867], [0.649, 1.992, -0.509], [1.696, 2.451, -1.421], [3.530, 1.874, -2.368], [3.171, 0.983, -0.882], [2.834, -0.061, -3.408], [1.225, 0.585, -3.117], [1.019, -1.434, -2.185], [3.733, -1.165, -1.134], [3.282, -2.229, -2.463], [3.371, -3.638, -0.531], [1.657, -3.363, -0.870], [1.703, -2.913, 1.301], [4.301, -1.645, 0.966], [3.987, -3.116, 1.879], [4.082, -1.498, 3.558], [2.353, -1.628, 3.289], [4.192, 0.512, 2.103], [3.235, 0.716, 3.567], [1.277, 0.277, 2.114], [2.942, 2.442, 1.096], [2.033, 2.580, 2.601], [0.699, 3.550, 0.865], [-0.076, 2.078, 1.436], [0.617, 0.978, -0.529], [2.195, 3.317, -0.974], [1.235, 2.813, -2.353], [-0.134, -4.594, 0.638], [-0.850, -4.619, -0.369], [-1.914, -5.694, -0.599], [-2.582, -5.238, -1.886], [-1.726, -4.042, -2.321], [-1.888, -3.472, -3.395], [-0.796, -3.714, -1.380], [-2.570, -5.747, 0.270], [-1.413, -6.660, -0.686], [-3.605, -4.887, -1.742], [-2.602, -5.980, -2.684], [-3.685, 0.249, 0.683], [-3.271, 1.872, 0.490], [-2.821, 2.625, 1.495], [-2.405, 4.009, 1.370], [-3.150, 4.672, 0.226], [-2.975, 3.811, -1.013], [-3.445, 2.473, -0.713], [-2.510, 2.141, 2.337], [-1.326, 4.066, 1.196], [-2.608, 4.506, 2.319], [-2.760, 5.676, 0.052], [-4.212, 4.753, 0.467], [-1.916, 3.805, -1.302], [-3.551, 4.198, -1.854], [-3.660, 1.832, -1.458], [-1.529, 1.990, 3.892], [-1.239, 0.815, 4.130], [-1.448, 0.199, 5.516], [-1.047, -1.251, 5.313], [-0.547, -1.262, 3.871], [-0.045, -2.259, 3.353], [-0.716, -0.069, 3.247], [-2.485, 0.347, 5.817], [-0.821, 0.732, 6.231], [-1.880, -1.950, 5.397], [-0.255, -1.607, 5.973], [-1.308, -1.017, -6.904], [-1.276, 0.094, -5.371], [-1.167, 1.466, -5.512], [-1.142, 2.232, -4.356], [-1.222, 1.588, -3.130], [-1.334, 0.269, -3.008], [-1.364, -0.479, -4.108], [-1.099, 1.916, -6.493], [-1.048, 3.309, -4.403], [-1.144, 2.135, -2.197], [-1.462, -1.555, -3.972]],
  "lowdin_charge": [0.85, -0.17, -0.23, -0.06, -0.22, -0.23, -0.12, -0.23, -0.17, -0.24, -0.05, -0.23, -0.22, -0.04, -0.23, 0.11, 0.10, 0.11, 0.09, 0.10, 0.10, 0.12, 0.12, 0.08, 0.05, 0.11, 0.11, 0.11, 0.10, 0.11, 0.11, 0.07, 0.11, 0.12, 0.10, 0.09, 0.08, 0.11, 0.09, -0.09, -0.60, -0.10, -0.10, -0.51, -0.01, 0.06, 0.11, 0.11, 0.11, 0.11, 0.54, -0.88, 0.03, -0.17, -0.16, -0.20, 0.00, 0.07, 0.10, 0.12, 0.11, 0.12, 0.10, 0.12, 0.10, -0.02, -0.50, -0.10, -0.09, -0.57, -0.12, 0.10, 0.11, 0.11, 0.12, 0.11, 0.73, -0.67, -0.13, -0.07, -0.18, 0.10, -0.16, 0.10, 0.10, 0.06, 0.08],
  "e_tot_ev": -131853.3945,
  "e_homo_ha": -0.1989,
  "gap_ev": 7.6,
  "charge": -1,
  "multiplicity": 1
}